Record 1
A 7-piece molecular cluster, C51H57O12P overall, computed with wB97M-V/def2-TZVPD.

For the highest occupied orbital energy, the calculation gives -8.3 eV. Its net charge is 0. The SMILES is CCCCCCCCCCCCCCCP.O=C1C=CC(=O)C=C1.O=C1C=CC(=O)C=C1.O=C1C=CC(=O)C=C1.O=C1C=CC(=O)C=C1.O=C1C=CC(=O)C=C1.O=C1C=CC(=O)C=C1. As for the maximum force: 1.9 eV/A. For the molecular weight, the calculation gives 893.0 g mol⁻¹.

Structure (XYZ):
```
121
Properties=species:S:1:pos:R:3:mulliken_charge:R:1
C -2.320 -1.634 3.518 -0.624
C -3.077 -2.946 3.905 -0.068
C -2.474 -4.247 3.283 -1.070
C -1.880 -4.055 1.842 0.413
C -2.985 -3.621 0.811 -0.666
C -2.532 -3.837 -0.672 -0.243
C -3.125 -2.811 -1.690 -1.194
C -2.334 -1.466 -1.833 -0.323
C -2.699 -0.383 -0.768 0.558
C -1.648 0.808 -0.709 -0.800
C -0.709 0.729 0.562 0.166
C 0.569 -0.082 0.135 0.194
C 1.220 -0.901 1.309 -0.280
C 2.190 -1.946 0.622 -0.833
C 1.381 -3.237 0.229 0.890
P 1.968 -4.013 -1.369 -0.125
H -1.225 -1.709 3.642 0.141
H -2.627 -1.276 2.517 -0.025
H -2.656 -0.848 4.232 0.475
H -3.008 -3.046 5.011 -0.083
H -4.144 -2.798 3.652 0.335
H -3.281 -5.005 3.192 0.386
H -1.690 -4.670 3.940 0.355
H -1.047 -3.334 1.879 -0.639
H -1.543 -5.065 1.516 0.526
H -3.373 -2.610 1.027 0.430
H -3.831 -4.321 1.004 0.287
H -1.436 -3.882 -0.822 -0.121
H -2.921 -4.838 -0.972 0.478
H -3.070 -3.293 -2.694 0.437
H -4.206 -2.631 -1.512 0.306
H -2.643 -1.045 -2.819 0.363
H -1.236 -1.617 -1.923 0.182
H -2.771 -0.777 0.261 -0.776
H -3.640 0.095 -1.112 0.388
H -2.149 1.795 -0.713 0.575
H -0.961 0.749 -1.581 -0.169
H -0.397 1.765 0.822 -0.082
H -1.246 0.310 1.435 0.158
H 0.265 -0.773 -0.673 0.104
H 1.347 0.608 -0.237 0.000
H 1.868 -0.253 1.929 0.264
H 0.440 -1.392 1.923 -0.176
H 2.474 -1.481 -0.348 0.220
H 3.075 -2.184 1.237 0.449
H 0.337 -2.885 0.070 -1.099
H 1.320 -3.967 1.063 0.439
H 3.208 -4.673 -1.080 0.056
H 1.068 -5.098 -1.634 -0.051
C 2.707 4.499 4.296 -0.412
C 1.691 4.519 3.436 -0.522
C 0.875 3.309 3.187 0.135
O -0.051 3.323 2.402 -0.597
C 1.229 2.078 3.930 -0.308
C 2.246 2.059 4.790 -0.464
C 3.062 3.269 5.039 0.254
O 3.987 3.252 5.825 -0.560
H 3.316 5.373 4.491 0.457
H 1.420 5.410 2.886 0.870
H 0.619 1.204 3.734 0.664
H 2.520 1.168 5.341 0.435
C 3.556 3.549 -3.312 -0.476
C 3.651 2.359 -2.721 -0.474
C 2.566 1.359 -2.830 0.496
O 2.651 0.276 -2.290 -0.567
C 1.372 1.729 -3.621 -0.292
C 1.276 2.919 -4.212 -0.476
C 2.360 3.919 -4.104 0.397
O 2.275 5.003 -4.645 -0.601
H 4.338 4.294 -3.244 0.454
H 4.517 2.071 -2.139 0.476
H 0.589 0.984 -3.691 0.545
H 0.410 3.207 -4.794 0.438
C -2.970 -4.016 8.715 -0.386
C -3.832 -4.825 9.327 -0.326
C -5.265 -4.473 9.443 0.374
O -6.051 -5.208 10.002 -0.546
C -5.703 -3.189 8.851 -0.310
C -4.840 -2.380 8.238 -0.345
C -3.408 -2.732 8.123 0.434
O -2.621 -1.997 7.563 -0.558
H -1.918 -4.256 8.621 0.427
H -3.531 -5.768 9.765 0.404
H -6.755 -2.949 8.944 0.404
H -5.142 -1.437 7.800 0.431
C 1.190 -6.018 -7.279 -0.401
C 2.130 -5.825 -6.355 -0.384
C 1.787 -5.732 -4.918 0.537
O 2.646 -5.554 -4.079 -0.514
C 0.360 -5.863 -4.547 -0.080
C -0.580 -6.057 -5.472 -0.441
C -0.236 -6.149 -6.908 0.343
O -1.092 -6.327 -7.750 -0.549
H 1.422 -6.088 -8.334 0.399
H 3.178 -5.727 -6.608 0.422
H 0.127 -5.794 -3.494 0.210
H -1.628 -6.154 -5.219 0.432
C 5.053 2.798 -8.928 -0.323
C 4.271 1.941 -8.274 -0.413
C 2.833 2.221 -8.065 0.464
O 2.121 1.441 -7.466 -0.571
C 2.297 3.489 -8.609 -0.265
C 3.079 4.346 -9.263 -0.344
C 4.517 4.066 -9.473 0.347
O 5.230 4.845 -10.070 -0.549
H 6.107 2.611 -9.091 0.413
H 4.646 1.009 -7.870 0.432
H 1.243 3.676 -8.446 0.405
H 2.705 5.278 -9.667 0.409
C -0.865 8.850 3.420 -0.534
C 0.052 7.888 3.318 -0.178
C 1.286 8.087 2.525 0.721
O 2.125 7.210 2.428 -0.562
C 1.465 9.392 1.852 -0.443
C 0.548 10.354 1.953 -0.401
C -0.686 10.156 2.746 0.283
O -1.520 11.031 2.841 -0.537
H -1.773 8.723 3.994 0.417
H -0.063 6.928 3.804 0.432
H 2.373 9.518 1.277 0.415
H 0.661 11.314 1.468 0.405
```

Record 2
C51H58Br5N3O7P2RbSb as an isolated structure, computed with wB97M-V/def2-TZVPD.

For the highest occupied orbital energy, the calculation gives -1.7 eV. Its net charge is -2. As for the maximum force: 2.1 eV/A. For the molecular weight, the calculation gives 1493.7 g mol⁻¹.

Structure (XYZ):
```
128
Properties=species:S:1:pos:R:3:mulliken_charge:R:1
Rb 14.228 14.636 14.787 0.927
Br 16.016 15.860 7.406 -0.238
C 14.883 15.685 8.905 0.610
C 13.525 15.503 8.815 -0.184
Br 12.623 15.388 7.121 -0.248
C 12.809 15.308 10.014 0.647
Br 10.917 15.162 10.074 -0.161
C 13.376 15.214 11.289 -0.500
O 12.725 15.111 12.392 1.148
C 14.816 15.470 11.345 -1.128
O 15.380 15.413 12.478 -0.484
C 15.496 15.703 10.158 -0.172
Br 17.323 16.094 10.472 -0.248
N 14.406 18.575 16.848 0.219
P 15.301 17.872 15.555 0.579
C 15.054 19.056 14.187 -0.533
C 15.131 20.452 14.362 -0.088
C 14.788 21.352 13.397 -0.897
C 14.371 20.830 12.173 -0.513
C 14.312 19.480 11.943 -0.228
C 14.626 18.618 12.959 -0.080
C 17.033 18.284 15.858 0.232
C 17.594 18.017 17.081 -0.350
C 18.946 18.041 17.297 -0.496
C 19.823 18.275 16.270 -0.516
C 19.287 18.511 15.002 -0.565
C 17.905 18.511 14.779 -0.756
P 12.914 17.779 17.149 0.560
C 13.232 17.021 18.790 -0.025
C 14.071 17.565 19.787 -0.155
C 14.330 16.815 20.900 -0.779
C 13.825 15.494 20.994 -0.454
C 12.988 14.945 20.024 -0.630
C 12.707 15.729 18.916 0.070
C 11.727 19.164 17.418 0.243
C 10.984 19.321 18.570 -0.267
C 9.969 20.285 18.662 -0.612
C 9.649 21.024 17.551 -0.376
C 10.393 20.862 16.369 -0.567
C 11.415 19.929 16.310 -0.479
H 14.626 19.499 17.203 0.329
H 15.489 20.805 15.288 0.401
H 14.943 22.412 13.620 0.373
H 14.045 21.483 11.393 0.361
H 14.011 19.099 10.943 0.478
H 14.529 17.582 12.790 0.333
H 16.901 17.778 17.911 0.237
H 19.323 17.757 18.269 0.415
H 20.894 18.206 16.398 0.365
H 19.951 18.714 14.161 0.376
H 17.484 18.675 13.787 0.344
H 14.398 18.596 19.663 0.391
H 14.994 17.227 21.646 0.372
H 14.129 14.896 21.883 0.279
H 12.533 13.986 20.081 0.459
H 12.085 15.317 18.101 0.204
H 11.231 18.788 19.497 0.290
H 9.335 20.350 19.576 0.288
H 8.747 21.658 17.553 0.293
H 10.142 21.448 15.463 0.345
H 11.929 19.770 15.367 0.360
O 17.556 15.136 19.915 -0.695
H 17.399 14.657 19.086 0.355
H 16.701 15.215 20.320 0.301
O 14.014 12.445 18.503 -0.525
H 14.724 13.118 18.367 0.234
H 14.589 11.649 18.351 0.360
O 11.045 17.286 12.596 -0.632
H 11.625 16.471 12.548 -0.097
H 11.351 17.834 11.872 0.298
N 13.510 8.505 12.063 -0.620
C 13.249 9.650 12.798 0.919
C 13.375 9.595 14.187 -0.616
C 13.152 10.722 14.959 -0.629
N 12.825 11.897 14.443 0.201
C 12.681 11.937 13.110 0.333
C 12.873 10.856 12.243 -1.129
H 14.054 7.846 12.592 0.233
H 13.977 8.667 11.154 0.248
H 13.596 8.646 14.685 0.290
H 13.296 10.663 16.016 0.372
H 12.465 12.957 12.744 0.003
H 12.838 11.083 11.181 0.438
Br 21.521 9.282 16.381 -0.268
C 20.117 10.498 15.838 -0.065
C 20.290 11.161 14.623 -0.337
C 19.369 12.144 14.235 -0.833
C 18.296 12.426 15.069 -0.332
C 18.138 11.804 16.291 0.550
C 19.092 10.818 16.676 -0.204
C 17.000 12.130 17.206 0.233
O 16.348 11.151 17.653 -0.892
O 16.707 13.356 17.307 -0.552
H 21.163 11.024 14.051 0.428
H 19.399 12.714 13.321 0.484
H 17.573 13.232 14.837 0.448
H 18.930 10.357 17.656 0.406
C 7.583 14.756 13.528 -1.603
C 9.122 14.541 13.460 1.035
C 9.477 13.262 12.673 -1.106
Sb 10.306 14.593 15.289 -0.198
C 9.733 12.641 16.058 1.173
C 8.284 12.195 15.945 -1.593
C 10.267 12.451 17.469 -1.525
C 9.142 15.967 16.558 1.199
C 9.128 17.298 15.777 -1.512
C 7.777 15.590 17.111 -1.593
H 7.236 14.812 12.485 0.487
H 7.388 15.747 13.961 0.292
H 7.000 14.030 14.100 0.208
H 9.495 15.417 12.885 0.137
H 9.339 12.350 13.288 0.246
H 10.497 13.288 12.346 -0.290
H 8.834 13.217 11.792 0.472
H 10.300 11.949 15.387 -0.220
H 7.569 12.915 16.347 0.182
H 8.154 11.271 16.546 0.445
H 7.984 11.993 14.931 0.340
H 9.865 13.160 18.207 0.264
H 11.374 12.556 17.527 0.288
H 10.013 11.452 17.888 0.441
H 9.798 16.148 17.397 -0.029
H 8.380 17.286 14.979 0.262
H 10.073 17.487 15.309 0.291
H 8.820 18.078 16.454 0.403
H 7.004 15.320 16.359 0.220
H 7.328 16.428 17.679 0.416
H 7.827 14.745 17.796 0.359
```